Entry from the Open Molecules 2025 dataset: 6 unconnected molecules or ions with the total composition C30H32NO21P in a non-equilibrium geometry (the ωB97M-V functional and the def2-TZVPD basis).

Summary:
E_LUMO   -1.6 eV
Net charge   0
SMILES   O=C1C=C(O)C(=O)C=C1O.O=C1C=C(O)C(=O)C=C1O.O=C1C=C(O)C(=O)C=C1O.O=C1C=C(O)C(=O)C=C1O.COP(=O)(OC)OC.CN(C)C=O

Element x y z (Å)
1 C -16.77888 -2.47465 -29.97585
2 C -17.21991 -1.83282 -31.07808
3 C -18.22062 -2.62905 -31.91948
4 O -18.89707 -2.07306 -32.74559
5 C -18.15903 -4.08739 -31.70852
6 C -17.53844 -4.69306 -30.69048
7 C -17.06070 -3.86575 -29.55654
8 O -16.86078 -4.20236 -28.41518
9 O -17.44685 -6.03037 -30.59660
10 O -17.11831 -0.52461 -31.23050
11 H -16.13131 -1.89601 -29.32487
12 H -18.46919 -4.67805 -32.56280
13 H -16.75142 -6.27858 -29.97136
14 H -17.15546 -0.29695 -32.17634
15 C -12.51442 -6.44840 -32.13952
16 C -13.08783 -5.24366 -32.24685
17 C -14.48775 -4.98469 -32.70630
18 O -14.97072 -3.88141 -32.70192
19 C -15.20908 -6.24925 -32.92160
20 C -14.66842 -7.46852 -32.79795
21 C -13.19157 -7.69199 -32.47772
22 O -12.71534 -8.79061 -32.35930
23 O -15.40000 -8.60123 -32.80133
24 O -12.39513 -4.11351 -32.04079
25 H -11.51372 -6.46401 -31.72662
26 H -16.29599 -6.30606 -32.88620
27 H -16.31136 -8.36238 -33.02152
28 H -13.03143 -3.36476 -32.05648
29 C -11.76524 4.53339 -30.00704
30 C -11.04503 3.52853 -30.52778
31 C -10.35924 3.66158 -31.88558
32 O -9.73704 2.70342 -32.27391
33 C -10.58109 4.91824 -32.57858
34 C -11.21165 5.94476 -31.98873
35 C -11.84412 5.85680 -30.62234
36 O -12.33483 6.80731 -30.07069
37 O -11.28849 7.13294 -32.58271
38 O -10.87131 2.34013 -29.96366
39 H -12.12521 4.41656 -28.99163
40 H -10.09570 5.07651 -33.53243
41 H -12.04163 7.65010 -32.25986
42 H -10.12919 1.90172 -30.42210
43 C -11.96270 -1.62807 -37.91005
44 C -12.38729 -0.90597 -36.85822
45 C -12.18937 0.57485 -36.70319
46 O -12.45892 1.15366 -35.68450
47 C -11.56644 1.20949 -37.91581
48 C -11.17365 0.46256 -38.95615
49 C -11.36551 -1.03331 -39.07763
50 O -11.06753 -1.65061 -40.07686
51 O -10.53174 1.05748 -40.00150
52 O -13.12225 -1.45090 -35.89091
53 H -12.19610 -2.68468 -37.89462
54 H -11.29753 2.25572 -37.88385
55 H -10.53484 0.34174 -40.66950
56 H -13.40750 -0.75369 -35.27213
57 C -13.93276 -0.85721 -31.81574
58 O -13.43067 -1.52605 -32.71433
59 N -13.33319 -0.55858 -30.66064
60 C -14.04782 0.18293 -29.64251
61 C -12.07621 -1.13875 -30.30925
62 H -14.97517 -0.55255 -31.92481
63 H -13.41146 1.02569 -29.36258
64 H -14.34538 -0.42843 -28.78896
65 H -14.95921 0.64538 -30.01918
66 H -12.22143 -1.72006 -29.39441
67 H -11.67120 -1.80138 -31.07040
68 H -11.26232 -0.41745 -30.19283
69 C -7.65547 -3.26726 -37.70831
70 O -8.52997 -3.30078 -36.60077
71 P -8.65982 -2.07694 -35.59446
72 O -9.22985 -0.84553 -36.15130
73 O -9.51011 -2.69542 -34.40848
74 C -10.17458 -1.77647 -33.53495
75 O -7.21189 -1.98063 -34.90637
76 C -6.20578 -1.13140 -35.46517
77 H -6.64544 -3.52342 -37.36868
78 H -7.67949 -2.28279 -38.18641
79 H -7.92362 -4.02471 -38.44377
80 H -9.49067 -1.11908 -32.99140
81 H -10.61750 -2.44020 -32.78941
82 H -10.94017 -1.19873 -34.04760
83 H -5.97124 -1.52069 -36.45681
84 H -5.35540 -0.95684 -34.81717
85 H -6.58594 -0.13527 -35.72526

Atomic partial charges in e from the Mulliken method, atoms 1 to 5:
1 C -0.553
2 C 0.712
3 C 0.249
4 O -0.578
5 C -0.610